Here is a 11-piece molecular cluster, C22H66O11 overall in a non-equilibrium geometry from the OMol25 dataset. Energies are from ωB97M-V with the def2-TZVPD basis set.

SMILES string = CCO.CCO.CCO.CCO.CCO.CCO.CCO.CCO.CCO.CCO.CCO
Gap between HOMO and LUMO = 9.957 eV
E_tot = -46404.3762 eV

Each atom is followed by the atoms it is bonded to, with distances in Å.
Atoms and positions in Å:
1 C -2.81 -2.37 -0.24  C2 1.524, H4 1.093, H5 1.092, H6 1.094
2 C -3.12 -3.33 0.91  C1 1.524, O3 1.434, H7 1.090, H8 1.092
3 O -4.46 -3.83 0.75  C2 1.434, H9 0.961
4 H -3.57 -1.60 -0.40  C1 1.093
5 H -2.81 -2.93 -1.18  C1 1.092
6 H -1.87 -1.85 -0.07  C1 1.094
7 H -3.08 -2.82 1.86  C2 1.090
8 H -2.34 -4.10 0.86  C2 1.092
9 H -4.42 -4.72 0.40  O3 0.961
10 C 0.17 -2.85 -3.13  C11 1.518, H13 1.092, H14 1.092, H15 1.088
11 C -0.44 -4.15 -3.63  C10 1.518, O12 1.433, H16 1.095, H17 1.094
12 O -1.33 -4.67 -2.64  C11 1.433, H18 0.961
13 H 0.59 -2.97 -2.13  C10 1.092
14 H -0.59 -2.07 -3.02  C10 1.092
15 H 0.95 -2.51 -3.81  C10 1.088
16 H 0.36 -4.88 -3.83  C11 1.095
17 H -0.98 -3.98 -4.56  C11 1.094
18 H -1.95 -5.24 -3.10  O12 0.961
19 C 0.54 -0.32 -0.26  C20 1.507, H22 1.090, H23 1.092, H24 1.088
20 C -0.46 0.79 -0.42  C19 1.507, O21 1.420, H25 1.098, H26 1.106
21 O 0.15 1.86 -1.13  C20 1.420, H27 0.976
22 H 0.14 -1.09 0.40  C19 1.090
23 H 1.40 0.16 0.22  C19 1.092
24 H 0.87 -0.70 -1.22  C19 1.088
25 H -0.91 1.15 0.51  C20 1.098
26 H -1.35 0.49 -1.00  C20 1.106
27 H -0.51 2.50 -1.46  O21 0.976
28 C 1.36 0.14 -4.73  C29 1.514, H31 1.093, H32 1.093, H33 1.090
29 C 1.48 1.64 -4.83  C28 1.514, O30 1.434, H34 1.093, H35 1.093
30 O 1.25 2.06 -6.19  C29 1.434, H36 0.961
31 H 1.06 -0.12 -3.71  C28 1.093
32 H 2.33 -0.35 -4.90  C28 1.093
33 H 0.66 -0.38 -5.39  C28 1.090
34 H 2.47 1.94 -4.49  C29 1.093
35 H 0.74 2.14 -4.20  C29 1.093
36 H 1.70 2.90 -6.32  O30 0.961
37 C -1.34 -4.75 3.74  C38 1.524, H40 1.092, H41 1.090, H42 1.094
38 C -0.64 -3.48 4.21  C37 1.524, O39 1.424, H43 1.094, H44 1.089
39 O -0.60 -2.51 3.17  C38 1.424, H45 0.964
40 H -0.86 -5.23 2.88  C37 1.092
41 H -2.36 -4.58 3.42  C37 1.090
42 H -1.33 -5.43 4.60  C37 1.094
43 H 0.35 -3.76 4.59  C38 1.094
44 H -1.21 -3.05 5.03  C38 1.089
45 H 0.03 -2.78 2.49  O39 0.964
46 C 2.00 3.13 1.51  C47 1.508, H49 1.092, H50 1.094, H51 1.087
47 C 3.18 3.51 2.37  C46 1.508, O48 1.455, H52 1.093, H53 1.093
48 O 3.75 4.71 1.78  C47 1.455, H54 0.963
49 H 1.27 3.94 1.53  C46 1.092
50 H 1.52 2.24 1.92  C46 1.094
51 H 2.25 2.91 0.47  C46 1.087
52 H 3.94 2.74 2.39  C47 1.093
53 H 2.87 3.75 3.39  C47 1.093
54 H 4.67 4.74 2.06  O48 0.963
55 C 4.15 -0.96 3.28  C56 1.509, H58 1.087, H59 1.089, H60 1.096
56 C 2.64 -0.95 3.29  C55 1.509, O57 1.428, H61 1.097, H62 1.099
57 O 2.23 0.37 3.66  C56 1.428, H63 0.972
58 H 4.54 -0.61 4.24  C55 1.087
59 H 4.55 -0.40 2.45  C55 1.089
60 H 4.50 -1.99 3.10  C55 1.096
61 H 2.20 -1.69 3.97  C56 1.097
62 H 2.25 -1.15 2.28  C56 1.099
63 H 1.29 0.48 3.44  O57 0.972
64 C 4.07 -1.32 -0.38  C65 1.528, H67 1.086, H68 1.090, H69 1.094
65 C 4.02 -1.66 -1.87  C64 1.528, O66 1.430, H70 1.092, H71 1.090
66 O 4.92 -2.74 -2.16  C65 1.430, H72 0.962
67 H 3.88 -2.21 0.21  C64 1.086
68 H 3.38 -0.49 -0.19  C64 1.090
69 H 5.07 -0.92 -0.17  C64 1.094
70 H 4.24 -0.79 -2.49  C65 1.092
71 H 3.02 -2.01 -2.13  C65 1.090
72 H 5.81 -2.42 -2.00  O66 0.962
73 C -2.96 0.55 2.67  C74 1.513, H76 1.095, H77 1.088, H78 1.093
74 C -1.82 0.85 3.62  C73 1.513, O75 1.424, H79 1.098, H80 1.091
75 O -0.58 0.36 3.12  C74 1.424, H81 0.972
76 H -3.14 -0.52 2.56  C73 1.095
77 H -2.77 0.90 1.66  C73 1.088
78 H -3.89 0.95 3.09  C73 1.093
79 H -2.01 0.41 4.61  C74 1.098
80 H -1.75 1.91 3.86  C74 1.091
81 H -0.68 -0.61 3.06  O75 0.972
82 C -2.22 1.88 -3.81  C83 1.490, H85 1.092, H86 1.093, H87 1.091
83 C -2.72 3.03 -2.99  C82 1.490, O84 1.439, H88 1.098, H89 1.099
84 O -1.64 3.70 -2.33  C83 1.439, H90 0.981
85 H -3.06 1.38 -4.29  C82 1.092
86 H -1.71 1.11 -3.22  C82 1.093
87 H -1.50 2.22 -4.55  C82 1.091
88 H -3.49 2.71 -2.28  C83 1.098
89 H -3.19 3.79 -3.63  C83 1.099
90 H -2.05 4.30 -1.66  O84 0.981
91 C -2.30 3.86 1.08  C92 1.511, H94 1.093, H95 1.092, H96 1.091
92 C -2.87 5.24 0.81  C91 1.511, O93 1.439, H97 1.093, H98 1.096
93 O -3.06 5.37 -0.61  C92 1.439, H99 0.964
94 H -1.33 3.68 0.61  C91 1.093
95 H -2.97 3.08 0.70  C91 1.092
96 H -2.14 3.66 2.14  C91 1.091
97 H -2.25 6.03 1.24  C92 1.093
98 H -3.85 5.33 1.29  C92 1.096
99 H -3.49 6.23 -0.73  O93 0.964